This record from OMol25 describes the molecule C4H4N2O in a non-equilibrium geometry. The level of theory is ωB97M-V with the def2-TZVPD basis set.

The LUMO energy comes out at 0.41 eV. The total charge is 0. As for the gap between HOMO and LUMO: 9.78 eV. The spin multiplicity is 1. As for the HOMO energy: -9.373 eV. The calculation puts the max |F| at 1.66 eV/Å.

Geometry (Å):
1 O -1.21758 1.98580 1.28108
2 C -0.63726 1.23545 0.52415
3 C -1.26972 0.00409 0.05426
4 C -0.47660 -1.04631 -0.19538
5 N 0.86386 -0.85523 -0.47546
6 C 1.35945 0.41217 -0.32686
7 N 0.71936 1.40564 0.17233
8 H -2.31629 -0.18066 0.25670
9 H -0.85558 -1.94227 0.26335
10 H 1.43679 -1.56526 -0.90969
11 H 2.39357 0.54657 -0.64450

Force components x, y, z for each atom (eV/Å):
O 0.3069 0.0776 -0.3498
C -0.1579 0.3074 0.0249
C 0.0436 0.0400 0.1851
C -0.0944 0.3311 0.7475
N -0.0409 0.1518 0.2420
C -0.0369 0.1199 -0.0044
N -0.0042 -0.0680 -0.2392
H 0.0932 0.1686 0.2718
H 0.2146 -1.1381 -1.1932
H -0.1863 0.0446 0.3080
H -0.1377 -0.0347 0.0073

Here are the Löwdin charges for atoms 1 to 5, given in e: 0.060 -0.495 0.004 -0.100 0.051

***

This record from OMol25 describes a structure of composition C4H3INO5S2 in a non-equilibrium geometry. The level of theory is ωB97M-V with the def2-TZVPD basis set.

The LUMO energy comes out at 2.70 eV. The total charge is -1. As for the gap between HOMO and LUMO: 8.93 eV. The spin multiplicity is 1. As for the HOMO energy: -6.227 eV. The calculation puts the max |F| at 1.21 eV/Å.

Geometry (Å):
1 C -0.83708 -1.13352 2.71208
2 C -0.21331 -1.34392 1.71923
3 S 0.85993 -1.57065 0.37099
4 O 0.00107 -2.00771 -0.69434
5 O 1.84054 -2.51010 0.82664
6 N 1.59259 -0.19705 0.02783
7 S 0.83196 1.19581 0.17834
8 O 1.64146 2.19980 -0.46174
9 O 0.41580 1.51120 1.51704
10 C -0.70867 1.16704 -0.77857
11 C -0.78872 0.36478 -2.05673
12 O -1.78466 -0.19980 -2.37703
13 I 0.87582 0.42241 -3.42296
14 H -1.36220 -0.98959 3.62433
15 H -1.52359 0.88421 -0.12709
16 H -0.84093 2.20708 -1.05801

Force components x, y, z for each atom (eV/Å):
C -0.4314 -0.1083 0.6736
C 0.6072 0.1408 -0.4458
S 0.6095 -0.0950 -0.1813
O -0.3748 0.1542 -0.3047
O 0.1863 -0.0821 0.1197
N -1.0365 -0.0138 0.6156
S 0.8426 0.3194 -0.4266
O 0.1449 -0.0465 -0.2408
O -0.3656 -0.1491 0.2598
C 0.4118 -0.1100 -0.1153
C -0.8130 -0.2932 0.1605
O 0.4103 0.2026 -0.1077
I 0.0100 0.0545 0.0124
H -0.0726 0.0759 -0.0573
H -0.1557 -0.3122 0.0817
H 0.0270 0.2627 -0.0439

Here are the Löwdin charges for atoms 1 to 5, given in e: 0.085 -0.202 0.430 -0.333 -0.320

***

This record from OMol25 describes a structure of composition C2H6NiO9 in a non-equilibrium geometry. The level of theory is ωB97M-V with the def2-TZVPD basis set.

The LUMO energy (spin up / spin down) comes out at 4.67 / 4.65 eV. The total charge is -2. Its expectation value of S² is 2.01. As for the gap between HOMO and LUMO (spin up / spin down): 4.80 / 4.97 eV. The spin multiplicity is 3. As for the HOMO energy (spin up / spin down): -0.131 / -0.327 eV. The calculation puts the max |F| at 3.52 eV/Å.

Geometry (Å):
1 Ni -0.28068 0.44597 0.25286
2 C -1.38568 -1.75248 -0.57536
3 O -1.86136 -2.92239 -0.82231
4 O -1.26875 -0.77800 -1.38153
5 O -0.90966 -1.53400 0.60633
6 C 2.20544 1.07345 -0.43884
7 O 1.80614 -0.07785 0.03236
8 O 3.25662 1.37622 -1.05717
9 O 1.11856 1.79679 -0.53170
10 O -2.02991 1.57373 0.34007
11 H -2.29915 2.27804 0.93628
12 H -2.84596 1.23668 -0.04836
13 O 1.70303 -1.93258 -1.92468
14 H 0.80913 -1.82793 -2.27173
15 H 1.78798 -1.20401 -1.25503
16 O -0.00238 0.78262 2.33237
17 H -0.43700 0.18569 2.95116
18 H 0.63364 1.28004 2.85531

Force components x, y, z for each atom (eV/Å):
Ni 2.0899 -2.0119 -1.6509
C -0.3542 -3.1693 0.6879
O 0.0644 1.6236 -0.5367
O -0.1335 1.7124 -1.1853
O 0.2360 1.5619 1.9251
C -2.0919 -0.5330 -2.7791
O 1.5434 -1.3645 1.2500
O 0.0065 -0.3720 1.6802
O -1.1529 2.6816 0.6196
O -0.8578 0.4666 0.0371
H 0.3078 -0.0271 0.0883
H 0.3385 -0.4148 -0.2180
O 0.1468 0.0868 -0.2536
H -0.0727 0.0479 0.2745
H -0.0226 -0.3883 -0.0558
O -0.3037 0.4339 0.9324
H 0.0017 -0.3260 -0.3990
H 0.2543 -0.0076 -0.4167

Here are the Löwdin charges for atoms 1 to 5, given in e: 0.676 -0.973 -0.161 -0.129 -0.159

***

This record from OMol25 describes a structure of composition C6H6S2 in a non-equilibrium geometry. The level of theory is ωB97M-V with the def2-TZVPD basis set.

The LUMO energy comes out at -2.01 eV. The total charge is 0. As for the gap between HOMO and LUMO: 6.61 eV. The spin multiplicity is 1. As for the HOMO energy: -8.620 eV. The calculation puts the max |F| at 5.73 eV/Å.

Geometry (Å):
1 C 0.68959 -0.75293 -0.20719
2 C -0.09859 0.11352 -0.75293
3 C -0.47452 1.16257 0.84282
4 C -0.00543 0.29754 1.83245
5 C 0.92690 -0.74184 1.27523
6 C -0.59567 0.29698 -2.15168
7 S -1.16160 2.68590 0.89056
8 S -0.57265 0.18707 3.38011
9 H 0.94627 -1.53308 -0.90689
10 H 0.52858 -1.66743 1.78449
11 H 1.95246 -0.62424 1.53896
12 H -1.56228 -0.14753 -2.18559
13 H 0.04380 -0.50721 -2.70239
14 H -0.61685 1.23066 -2.63794

Force components x, y, z for each atom (eV/Å):
C 0.3377 -1.4928 -0.2188
C -1.5926 4.5258 3.1415
C -1.6996 2.2918 -4.8763
C 0.3917 -1.0655 2.5740
C -1.6245 -1.6221 0.0581
C 1.5760 -3.4955 0.5119
S 1.2208 -2.5518 -0.0069
S 0.3733 0.4304 -1.1347
H 0.9460 -0.6006 0.3537
H 0.9216 0.4855 -0.7931
H 0.7829 0.2585 0.3547
H -1.1314 -0.0449 -0.1146
H -0.8885 1.6961 0.3128
H 0.3867 1.1850 -0.1624

Here are the Löwdin charges for atoms 1 to 5, given in e: -0.120 -0.153 -0.658 -0.841 -0.206

***

This record from OMol25 describes a cluster of 2 separate species, Cl3H2NP in total in a non-equilibrium geometry. The level of theory is ωB97M-V with the def2-TZVPD basis set.

The LUMO energy (spin up / spin down) comes out at -5.11 / -9.80 eV. The total charge is +1. As for the gap between HOMO and LUMO (spin up / spin down): 8.47 / 4.57 eV. The spin multiplicity is 1. As for the HOMO energy (spin up / spin down): -13.585 / -14.363 eV. The calculation puts the max |F| at 2.96 eV/Å.

Geometry (Å):
1 N -2.75976 0.10955 0.01905
2 P 1.54062 0.14526 -0.12777
3 Cl 1.90484 -0.37980 1.78276
4 Cl 2.67304 -1.06473 -1.24213
5 Cl 2.29263 1.95604 -0.25384
6 H -3.68112 -0.29514 -0.23324
7 H -1.97025 -0.47118 0.05516

Force components x, y, z for each atom (eV/Å):
N -1.7928 2.3609 0.0239
P 1.9785 -0.3688 1.0347
Cl -0.6928 0.0590 -0.9135
Cl -0.8091 0.4179 0.2010
Cl -0.4968 -0.0494 -0.3233
H 1.1803 -0.4654 0.1521
H 0.6328 -1.9542 -0.1749

Here are the Löwdin charges for atoms 1 to 5, given in e: 0.094 -0.117 0.350 0.369 0.391

***

This record from OMol25 describes the molecule C2H4Cl2S in a non-equilibrium geometry. The level of theory is ωB97M-V with the def2-TZVPD basis set.

The LUMO energy comes out at 0.70 eV. The total charge is 0. As for the gap between HOMO and LUMO: 10.20 eV. The spin multiplicity is 1. As for the HOMO energy: -9.501 eV. The calculation puts the max |F| at 4.03 eV/Å.

Geometry (Å):
1 S 0.11345 -0.78915 -1.84608
2 C 0.49052 0.01981 -0.19971
3 C -0.42148 0.59376 0.79513
4 Cl -1.56537 -0.69936 1.09542
5 Cl -1.19046 2.09159 0.28202
6 H -0.02135 -2.03731 -1.48553
7 H 1.08089 -0.73548 0.30858
8 H 1.28083 0.68010 -0.58973
9 H 0.23298 0.87603 1.63990

Force components x, y, z for each atom (eV/Å):
S -0.4832 1.5119 0.3233
C 2.9939 -1.0657 -2.4723
C 0.1052 0.3146 -0.1770
Cl -0.7071 -0.0303 0.9472
Cl -0.3134 0.2163 -0.1329
H -0.1924 -0.8162 0.5635
H -0.0406 -0.2005 0.2504
H -0.5071 0.5222 0.6573
H -0.8552 -0.4523 0.0405

Here are the Löwdin charges for atoms 1 to 5, given in e: 0.681 -0.699 -1.200 0.608 0.588